[1]
Computed, not measured: a molecular structure, C42H49GeN13NiO, with ωB97M-V/def2-TZVPD.

Cartesian coordinates (Å):
Ni: -0.8535 1.3606 0.1953
C: -0.8040 1.6299 3.4446
N: -0.6923 2.2022 2.1077
C: -0.6488 3.5013 2.0045
C: -0.6483 4.1085 0.7410
C: -0.6287 5.4431 0.3205
C: -0.7378 5.4146 -1.0678
C: -0.8234 4.0653 -1.4308
N: -0.7656 3.2768 -0.3484
C: -2.2121 1.2571 3.8809
C: -2.3890 0.7276 5.1583
C: -3.6498 0.3646 5.6084
C: -4.7572 0.5286 4.7838
C: -4.5914 1.0664 3.5164
C: -3.3250 1.4325 3.0688
H: -0.3927 2.3180 4.1884
H: -0.1912 0.7309 3.4842
H: -0.6151 4.1257 2.8990
H: -0.5607 6.3114 0.9620
H: -0.7639 6.2547 -1.7478
H: -0.9250 3.6559 -2.4270
H: -1.5299 0.6030 5.8140
H: -3.7704 -0.0334 6.6085
H: -5.7447 0.2577 5.1378
H: -5.4513 1.2204 2.8752
H: -3.2156 1.8840 2.0915
C: -0.5036 -1.5089 2.4544
C: -1.6773 -1.3974 1.5507
N: -1.9643 -0.3557 0.7951
C: -3.2022 -0.6008 0.2246
C: -3.6450 -1.8156 0.6256
N: -2.6655 -2.3209 1.4606
C: -2.6253 -3.6869 1.9820
N: -1.6577 -4.4933 1.2898
N: -0.4279 -4.7142 1.8326
N: 0.2882 -5.3517 0.9879
C: -0.4628 -5.5706 -0.1574
C: -0.1390 -6.2352 -1.3442
C: -1.1118 -6.2939 -2.3157
C: -2.3792 -5.7042 -2.1254
C: -2.7129 -5.0530 -0.9579
C: -1.7222 -5.0137 0.0290
H: 0.1524 -0.6674 2.2633
H: 0.0434 -2.4409 2.3236
H: -0.8320 -1.4658 3.4976
H: -3.6999 0.1258 -0.4004
H: -4.5655 -2.3470 0.4358
H: -3.6110 -4.1192 1.8427
H: -2.3753 -3.6896 3.0374
H: 0.8344 -6.6915 -1.4740
H: -0.9161 -6.8204 -3.2410
H: -3.1109 -5.7778 -2.9205
H: -3.6952 -4.6202 -0.8078
C: 3.4032 -1.8894 0.8299
N: 2.2120 -1.1419 0.4178
C: 1.3381 -1.8699 -0.5074
C: 2.0404 0.1644 0.6330
O: 1.3605 0.8890 -0.2328
N: 2.5329 0.7804 1.6992
C: 2.6295 2.2467 1.7546
C: 2.8894 0.1003 2.9450
H: 3.8356 -2.3444 -0.0624
H: 3.1493 -2.6802 1.5378
H: 4.1491 -1.2290 1.2580
H: 1.1504 -2.8604 -0.0873
H: 1.8229 -2.0028 -1.4766
H: 0.3946 -1.3501 -0.6434
H: 2.4169 2.6888 0.7874
H: 3.6350 2.5206 2.0759
H: 1.9106 2.6353 2.4721
H: 2.4873 -0.9074 2.9716
H: 2.4596 0.6673 3.7703
H: 3.9702 0.0658 3.0823
N: -4.1414 -0.1831 -5.1667
C: -3.4701 -0.3374 -4.0288
N: -3.7194 -1.4152 -3.2696
N: -2.5740 0.5799 -3.7174
C: -1.8646 0.6274 -2.6467
N: -1.1542 0.7646 -1.7344
H: -4.8495 -0.8283 -5.4690
H: -3.9718 0.6423 -5.7156
H: -4.4358 -2.0776 -3.5099
H: -3.2271 -1.5363 -2.3990
Ge: 2.1021 0.9895 -2.0437
C: 1.9035 2.7920 -2.6200
C: 1.1612 3.0004 -3.7825
C: 1.1151 4.2647 -4.3518
C: 1.8078 5.3144 -3.7623
C: 2.5505 5.1080 -2.6052
C: 2.6081 3.8456 -2.0372
C: 3.8630 0.2877 -1.7094
C: 4.7809 0.8590 -0.8262
C: 6.0529 0.3210 -0.6984
C: 6.4227 -0.7822 -1.4602
C: 5.5215 -1.3487 -2.3528
C: 4.2426 -0.8162 -2.4762
H: 1.2828 -0.0147 -2.8449
H: 0.6126 2.1808 -4.2365
H: 0.5433 4.4310 -5.2564
H: 1.7747 6.3000 -4.2107
H: 3.0949 5.9287 -2.1554
H: 3.1942 3.6905 -1.1378
H: 4.5130 1.7315 -0.2375
H: 6.7652 0.7708 -0.0169
H: 7.4206 -1.1933 -1.3648
H: 5.8146 -2.1971 -2.9591
H: 3.5446 -1.2600 -3.1797

Force components x, y, z for each atom (eV/Å):
Ni -0.1316 0.4130 0.1535
C -0.1023 0.1348 -0.0937
N -0.0841 -0.1018 -0.0398
C 0.0360 -0.1143 0.2136
C 0.0551 0.1570 -0.1657
C 0.0206 0.1602 0.1084
C -0.0154 0.0246 -0.0424
C -0.1010 -0.0199 0.0121
N 0.0107 -0.2795 -0.0101
C -0.0141 0.0011 -0.0936
C 0.0440 -0.1252 0.0129
C 0.0320 0.0030 -0.0076
C -0.0052 0.0028 -0.0152
C 0.0582 0.0017 0.0002
C -0.0363 0.0386 0.0824
H 0.0478 0.1176 -0.0010
H 0.0778 0.0964 0.1345
H -0.0414 -0.0406 0.0095
H -0.0030 -0.0635 -0.0840
H -0.0034 -0.0755 0.1169
H -0.0397 0.0218 0.1758
H -0.0683 0.0246 -0.0489
H 0.0024 0.0121 -0.0388
H 0.0563 0.0111 -0.0204
H 0.0248 0.0029 0.0297
H 0.0201 0.0089 -0.0248
C -0.0569 -0.2235 -0.0401
C -0.1005 0.0707 0.0022
N 0.1407 0.0442 -0.1467
C 0.1139 0.0374 -0.0162
C 0.0628 -0.0930 0.0378
N -0.1121 -0.1195 0.0341
C 0.1326 0.0695 -0.1544
N -0.1780 0.1187 0.2058
N -0.0547 -0.0878 -0.4813
N -0.0997 0.0806 0.0193
C 0.1332 -0.0556 0.1443
C 0.0570 -0.0417 -0.0629
C 0.0855 -0.0462 0.0126
C -0.0241 0.0528 0.0514
C -0.0622 0.0069 0.0144
C 0.0691 0.1342 0.0309
H 0.0582 -0.0232 -0.0375
H -0.0024 -0.0517 -0.0587
H -0.0087 0.0340 -0.0549
H 0.0636 -0.0510 0.0601
H 0.1026 0.0465 0.0248
H -0.1259 0.0113 0.0746
H 0.0617 0.0186 0.0870
H -0.0612 0.0046 -0.0095
H 0.0139 0.0530 0.0265
H 0.0080 -0.0261 0.0434
H 0.0389 -0.0521 -0.0204
C -0.0012 -0.0437 0.0216
N -0.1952 0.0126 -0.0718
C 0.1111 -0.0621 0.1250
C 0.2051 -0.1340 0.0784
O -0.1139 -0.2890 0.0224
N -0.1075 0.2100 0.1050
C 0.0605 -0.1355 0.0297
C -0.0006 0.0725 0.0056
H -0.0273 0.0218 -0.0071
H -0.0225 0.0379 -0.0046
H -0.0190 0.0137 -0.0397
H -0.0143 0.0362 0.0286
H 0.0377 0.0143 0.0139
H -0.0550 0.0769 0.0013
H -0.0492 -0.0322 -0.0081
H 0.0136 -0.0474 -0.0147
H -0.0176 -0.0160 0.0303
H -0.0146 -0.0002 -0.0441
H -0.0193 0.0269 -0.0050
H 0.0041 -0.0088 -0.0078
N -0.0578 0.0430 -0.0678
C 0.1374 -0.1835 0.2615
N -0.0063 -0.0040 0.0979
N 0.0556 0.4603 -0.3343
C 0.0041 -0.2161 -0.0131
N -0.2075 -0.1874 -0.1169
H 0.0141 -0.0009 -0.0042
H 0.0230 0.0108 0.0032
H 0.0191 -0.0130 -0.0031
H -0.0304 -0.0353 -0.0133
Ge -0.1073 -0.0055 0.1301
C 0.0960 -0.1140 -0.0441
C 0.1014 0.0761 0.0418
C 0.0130 0.0363 -0.0418
C -0.0072 -0.0400 -0.0224
C 0.0143 0.0017 0.0245
C -0.1269 0.0298 -0.0542
C -0.0041 0.0086 -0.2230
C 0.0025 -0.0013 -0.0180
C 0.0239 0.0012 0.0300
C -0.0229 -0.0383 -0.0347
C -0.0075 0.0132 0.0087
C 0.1612 0.0208 0.1385
H -0.0162 0.0215 -0.0392
H 0.0303 0.0353 -0.0202
H 0.0203 0.0049 0.0316
H -0.0003 -0.0399 0.0209
H -0.0419 -0.0155 -0.0115
H 0.0409 0.0230 -0.0625
H 0.0413 -0.0139 -0.0646
H -0.0229 -0.0189 -0.0303
H -0.0544 0.0249 -0.0122
H 0.0022 0.0319 0.0343
H 0.0428 0.0064 -0.0006

HOMO-LUMO gap (spin up / spin down) (eV): 7.747 / 7.032
LUMO energy (spin up / spin down) (eV): -4.186 / -4.881
Net charge: +2
HOMO level (spin up / spin down) (eV): -11.93 / -11.91
Spin multiplicity: 3
Energy (hartree): -6001.76911
F_max (hartree/bohr): 0.01112

---

[2]
Computed, not measured: a molecular structure, C42H49InN10O3S, with ωB97M-V/def2-TZVPD.

Cartesian coordinates (Å):
In: -0.1337 0.1929 0.1123
C: -2.8182 1.8936 0.9653
C: -3.1681 0.5605 1.6556
C: -2.1657 -0.0080 2.6519
N: -0.8775 -0.4097 2.0909
C: 0.0547 -0.8212 2.9549
C: -0.1268 -0.7847 4.3467
C: 0.6707 -1.2123 5.4171
C: 1.7686 -2.0322 5.4465
C: 2.3398 -2.6164 4.3087
C: 2.1313 -2.3130 2.9933
C: 1.3581 -1.2681 2.3686
N: 1.6740 -0.7916 1.2027
C: 2.9707 -1.1636 0.6348
C: 3.4907 -0.2239 -0.4559
C: 2.4677 0.0974 -1.5519
N: 1.4880 1.0324 -1.0297
C: 1.7688 2.3049 -0.8542
C: 2.9222 2.8942 -1.4207
C: 3.3475 4.2090 -1.5252
C: 2.7700 5.3808 -1.0748
C: 1.6271 5.4506 -0.2930
C: 0.8424 4.4457 0.2341
C: 0.8670 3.0351 0.0989
N: 0.0927 2.2582 0.8252
C: -0.6072 2.7346 2.0083
C: -2.1102 2.9624 1.8006
H: -2.2340 1.7185 0.0596
H: -3.7483 2.3157 0.5820
H: -4.0970 0.6934 2.2174
H: -3.3805 -0.1844 0.8882
H: -2.0249 0.7502 3.4317
H: -2.6169 -0.8729 3.1514
H: -1.0253 -0.2839 4.6706
H: 0.3060 -0.8897 6.3872
H: 2.1741 -2.3033 6.4124
H: 3.0623 -3.4066 4.4890
H: 2.6979 -2.9091 2.2883
H: 3.7161 -1.2055 1.4338
H: 2.9194 -2.1755 0.2154
H: 3.8167 0.7127 0.0018
H: 4.3748 -0.6943 -0.8945
H: 2.9519 0.4596 -2.4629
H: 1.9396 -0.8190 -1.8255
H: 3.5828 2.1909 -1.9076
H: 4.2758 4.3300 -2.0751
H: 3.2565 6.3116 -1.3352
H: 1.3067 6.4527 -0.0247
H: 0.0294 4.8061 0.8506
H: -0.4549 1.9801 2.7817
H: -0.1497 3.6482 2.3903
H: -2.5700 3.0554 2.7902
H: -2.2563 3.9254 1.3006
N: -8.1031 -2.4966 0.3349
C: -6.9672 -1.9748 -0.2627
C: -6.0375 -2.8140 -0.8778
C: -4.8836 -2.3034 -1.4395
C: -4.6220 -0.9378 -1.3878
C: -5.5539 -0.0911 -0.7877
C: -6.7117 -0.6031 -0.2338
S: -3.1691 -0.1756 -2.0771
O: -2.9867 -0.5876 -3.4388
O: -3.3156 1.2230 -1.7858
N: -1.8654 -0.6662 -1.1784
C: -1.3588 -1.9242 -1.3518
N: -2.0014 -2.9339 -1.9531
C: -1.3704 -4.0934 -2.0127
C: -0.1129 -4.3154 -1.4656
C: 0.4597 -3.2311 -0.8406
N: -0.1366 -2.0478 -0.7942
H: -8.3903 -3.4135 0.0396
H: -8.8653 -1.8596 0.4897
H: -6.2292 -3.8803 -0.9211
H: -4.1832 -2.9586 -1.9339
H: -5.3584 0.9706 -0.7625
H: -7.4282 0.0655 0.2299
H: -1.9053 -4.8944 -2.5136
H: 0.3797 -5.2739 -1.5142
H: 1.4250 -3.3029 -0.3556
C: 1.8294 2.1973 -5.7693
C: 0.9879 0.9346 -5.9025
N: -0.3095 1.1363 -6.5510
C: -0.5155 0.4859 -7.8455
C: -1.1643 -0.8836 -7.6977
C: -1.3587 1.8580 -6.0671
O: -2.3678 2.0315 -6.7344
C: -1.2939 2.5048 -4.7093
C: -1.8698 3.7636 -4.5810
C: -1.9176 4.3613 -3.3353
C: -1.4111 3.6638 -2.2476
N: -0.8678 2.4558 -2.3510
C: -0.8204 1.9006 -3.5564
H: 2.8346 1.9380 -5.4305
H: 1.4035 2.9005 -5.0535
H: 1.9119 2.6979 -6.7353
H: 0.8729 0.4419 -4.9403
H: 1.5207 0.2253 -6.5343
H: 0.4582 0.4059 -8.3304
H: -1.1464 1.1311 -8.4523
H: -0.5567 -1.5416 -7.0729
H: -1.2886 -1.3546 -8.6743
H: -2.1448 -0.7799 -7.2340
H: -2.2824 4.2444 -5.4581
H: -2.3548 5.3417 -3.2017
H: -1.4679 4.0847 -1.2483
H: -0.4151 0.8969 -3.5767

Force components x, y, z for each atom (eV/Å):
In 0.0918 -0.1080 0.3511
C 0.1984 -0.0793 0.2080
C 0.1055 0.0446 -0.0381
C 0.0676 0.0855 -0.1364
N 0.1004 0.1598 0.0354
C 0.0418 -0.1759 -0.0814
C 0.0471 0.0038 0.0379
C -0.0938 0.0156 -0.0723
C 0.0499 -0.0408 -0.0522
C -0.0396 -0.0124 0.0684
C -0.0360 0.1181 -0.0446
C -0.1502 -0.1811 0.0771
N 0.1087 0.0312 -0.0050
C -0.1532 0.1576 -0.0725
C -0.0963 0.0115 0.0336
C -0.0612 0.0063 0.1271
N -0.0510 -0.2065 -0.0683
C -0.0267 0.1670 -0.0653
C -0.0339 -0.0027 0.0517
C -0.0310 0.0048 0.0074
C 0.0391 -0.0322 -0.0287
C -0.0419 -0.0423 0.0517
C 0.0180 0.0734 -0.0612
C -0.0073 -0.0873 -0.0478
N 0.0551 0.0623 -0.0987
C -0.0350 -0.0895 -0.0740
C -0.0509 -0.0192 0.0409
H -0.0804 0.1006 0.0911
H 0.0059 -0.0243 -0.0197
H -0.0210 0.0066 0.0139
H -0.0304 -0.0154 0.0308
H 0.0449 0.0086 0.0429
H -0.0332 -0.0209 0.0187
H -0.0114 0.0219 0.0265
H -0.0198 0.0037 -0.0010
H -0.0043 -0.0141 -0.0087
H 0.0045 0.0067 -0.0001
H 0.0285 0.0244 0.0274
H 0.0476 -0.0119 0.0129
H 0.0151 -0.0291 -0.0047
H 0.0183 0.0201 -0.0333
H 0.0204 -0.0043 0.0085
H 0.0309 0.0011 -0.0035
H -0.0025 -0.0052 -0.0754
H 0.0142 0.0168 0.0066
H -0.0032 -0.0102 -0.0106
H 0.0011 -0.0016 0.0040
H -0.0040 -0.0041 0.0122
H -0.0083 0.0111 -0.0124
H 0.0136 -0.0301 -0.0233
H 0.0301 0.0108 0.0307
H -0.0498 0.0421 -0.0111
H 0.0268 -0.0088 -0.0108
N 0.0695 0.0242 0.0737
C -0.0768 -0.0015 -0.0124
C 0.0202 -0.0403 -0.0090
C -0.0020 0.0238 -0.1846
C -0.0919 0.0892 0.0777
C 0.0957 -0.1378 -0.0083
C 0.0029 0.0617 0.0182
S 0.1149 0.0349 0.2667
O -0.0618 -0.1542 -0.0152
O -0.1512 -0.1008 -0.2580
N 0.1059 -0.3899 -0.2514
C -0.1762 0.3552 0.1255
N 0.0935 0.0920 -0.0938
C 0.0135 -0.0233 0.0022
C -0.0969 -0.0663 -0.0626
C 0.0909 0.1142 0.1503
N 0.0401 0.0271 -0.0856
H -0.0099 0.0024 -0.0320
H -0.0149 0.0012 -0.0270
H 0.0059 0.0119 -0.0057
H -0.0475 0.0397 0.0180
H -0.0045 0.0260 -0.0021
H 0.0108 -0.0039 -0.0073
H 0.0096 -0.0138 -0.0056
H -0.0190 -0.0037 0.0008
H -0.0035 -0.0048 -0.0078
C -0.0256 0.0266 -0.0128
C -0.0698 0.0478 -0.0494
N 0.0543 -0.0447 0.0424
C -0.0160 -0.0126 0.0290
C 0.0111 0.0244 -0.0062
C 0.0291 0.0905 0.0355
O -0.0726 0.0013 -0.0318
C -0.0016 0.0167 -0.0724
C 0.0333 0.0328 -0.0183
C 0.0030 -0.0338 0.0185
C -0.0527 -0.0383 -0.1139
N -0.0640 0.2324 0.0853
C 0.1386 -0.1525 0.1563
H -0.0100 0.0118 0.0145
H -0.0166 -0.0196 -0.0122
H 0.0144 0.0010 0.0057
H 0.0344 -0.0139 0.0610
H 0.0089 -0.0400 0.0087
H 0.0069 0.0059 -0.0269
H 0.0109 0.0100 -0.0052
H 0.0068 -0.0007 -0.0094
H -0.0027 -0.0056 0.0130
H 0.0011 -0.0046 0.0073
H -0.0139 -0.0056 0.0053
H -0.0098 -0.0097 0.0062
H 0.0603 -0.0038 -0.0277
H -0.0240 -0.0375 -0.0224

HOMO-LUMO gap (eV): 7.401
LUMO energy (eV): 0.331
HOMO level (eV): -7.07
Energy (hartree): -2991.46513
F_max (hartree/bohr): 0.00925

---

> Number 1 is which compound?

C42H49GeN13NiO